A structure of composition C31H27F3O2S2TeV. Source: the OMol25 dataset; level of theory: wB97M-V/def2-TZVPD.

Structure (XYZ):
```
67
Properties=species:S:1:pos:R:3:forces:R:3
V 0.89381 -1.55015 -0.26520 0.244 0.158 -0.246
O -0.91717 -2.01873 0.66222 -0.207 0.018 0.038
S -2.13967 -2.19157 -0.23099 0.006 0.117 0.057
C -2.98833 -0.58618 -0.18187 0.108 -0.012 0.009
C -2.90657 0.11017 1.17486 -0.026 0.011 -0.035
C -1.55849 0.82656 1.39249 -0.004 0.055 0.015
C -0.79898 0.31851 2.60920 0.110 0.035 -0.025
S 1.00235 0.53933 2.51488 -0.116 0.048 0.070
O 1.45930 -0.28227 1.33914 0.083 -0.040 -0.034
C 1.05013 2.24849 1.99399 -0.051 -0.096 -0.002
C 0.95842 3.23282 2.96784 -0.009 -0.014 0.018
C 0.93899 4.56304 2.57671 0.005 -0.025 0.033
C 1.02415 4.88960 1.22971 0.007 0.011 -0.059
C 1.13847 3.89255 0.27009 -0.006 -0.023 0.059
C 1.15696 2.55695 0.64908 0.026 0.036 -0.044
C -3.26804 -3.11933 0.79456 -0.017 -0.004 -0.025
C -2.87298 -3.52050 2.05832 -0.010 -0.008 0.007
C -3.75533 -4.26335 2.83304 0.010 0.011 -0.009
C -5.00620 -4.59745 2.33870 -0.006 -0.010 0.013
C -5.38295 -4.20365 1.06034 -0.010 0.002 -0.017
C -4.51010 -3.46823 0.27669 0.059 0.016 0.026
H -4.01328 -0.78775 -0.49525 -0.022 -0.044 -0.007
H -2.48595 0.00111 -0.95416 -0.028 -0.032 -0.004
H -3.11180 -0.60582 1.97552 0.008 -0.020 -0.002
H -3.72090 0.83647 1.21205 0.012 -0.014 -0.008
H -1.71778 1.90126 1.49653 -0.001 -0.018 -0.007
H -0.94283 0.69768 0.49982 0.027 -0.015 0.029
H -0.90477 -0.76232 2.71824 0.034 0.005 0.019
H -1.10677 0.79517 3.54264 0.004 0.017 0.006
H 0.90879 2.96468 4.01717 -0.005 0.011 0.003
H 0.86747 5.34328 3.32259 -0.002 0.000 0.004
H 1.01039 5.92859 0.92716 -0.003 0.000 0.003
H 1.20295 4.14561 -0.77964 0.009 0.022 -0.015
H 1.23769 1.76951 -0.08895 -0.011 -0.047 -0.023
H -1.88352 -3.26506 2.41202 0.002 -0.003 0.007
H -3.45934 -4.58634 3.82210 0.007 0.002 0.004
H -5.68801 -5.17864 2.94513 -0.003 -0.001 0.000
H -6.35318 -4.48054 0.67032 0.000 0.002 -0.003
H -4.78711 -3.17884 -0.73021 -0.013 0.000 -0.006
F -0.90940 6.21632 -5.70755 0.006 0.002 -0.009
C -1.90729 5.38879 -5.35772 0.012 -0.033 -0.013
F -2.80671 6.12380 -4.67174 -0.022 0.016 0.015
F -2.52279 5.00774 -6.49623 0.001 0.022 -0.008
C -1.43055 4.21090 -4.56440 -0.008 0.007 0.009
C -2.37359 3.32046 -4.06514 0.007 0.004 -0.014
C -1.96576 2.21999 -3.33796 -0.051 -0.005 -0.021
C -0.60862 1.98760 -3.08852 0.118 -0.026 -0.002
C 0.32671 2.88774 -3.60900 -0.089 0.016 -0.019
C -0.08057 3.99103 -4.34036 0.029 0.011 -0.006
C -0.17746 0.87337 -2.30022 -0.069 0.095 0.082
C 0.21379 -0.01301 -1.55457 -0.231 -0.155 0.061
H -3.42633 3.49092 -4.25157 -0.003 -0.001 0.004
H -2.70115 1.52132 -2.96186 0.005 -0.009 0.022
H 1.37755 2.70597 -3.43616 0.060 -0.003 0.015
H 0.65202 4.67935 -4.73898 -0.002 -0.002 0.003
Te 1.59159 -3.91721 -1.38084 -0.017 -0.097 -0.060
C 3.16175 -2.48572 -1.52498 -0.071 -0.016 0.078
C 2.98513 -1.30478 -2.25020 -0.057 -0.039 -0.023
C 3.98658 -0.33679 -2.28789 0.095 0.055 0.054
C 5.17982 -0.53808 -1.61749 -0.058 0.039 -0.052
C 5.37038 -1.71557 -0.90018 -0.028 -0.072 0.030
C 4.37244 -2.67305 -0.84652 0.081 0.068 0.076
H 2.06549 -1.14307 -2.79845 0.098 -0.034 -0.052
H 3.82650 0.57245 -2.85432 -0.012 0.005 -0.004
H 5.96000 0.21136 -1.65143 0.003 0.005 -0.001
H 6.30187 -1.88388 -0.37349 -0.001 0.001 -0.003
H 4.52507 -3.57746 -0.27165 -0.007 -0.008 -0.009
```
Forces are in eV/Å.

Output
Orbital gap (spin up / spin down)   6.5 / 7.0 eV
ΔE to the lowest compared entry with this formula, charge and spin   0.1409 eV
Highest occupied orbital energy (spin up / spin down)   -6.3841 / -6.8205 eV
2S+1   4

***

A structure of composition C32H92F2N9O14PbS2 in a non-equilibrium geometry. Source: the OMol25 dataset; level of theory: wB97M-V/def2-TZVPD.

Structure (XYZ):
```
152
Properties=species:S:1:pos:R:3:forces:R:3
Pb -3.06685 1.38362 -5.18706 1.227 0.025 0.727
N -0.45500 -0.10844 -2.63975 3.626 -1.099 -1.817
S -0.28868 -0.17181 -1.09393 -3.149 1.524 6.360
O 0.76766 0.61409 -0.44391 -1.823 -1.584 -1.669
O -0.72706 -1.39593 -0.45752 1.045 0.903 -1.009
F -1.64633 0.73699 -0.89117 0.356 0.188 0.151
S 1.14014 -0.66731 -2.92054 2.628 0.538 -3.102
O 1.40644 -2.03177 -2.60316 -0.997 0.307 0.342
O 2.22431 0.26417 -2.73714 -1.481 -0.244 0.329
F 1.06183 -0.65053 -4.51306 -0.931 -0.137 -0.331
O -1.69597 -0.31149 -8.51798 -0.262 0.381 0.561
H -2.18554 -1.12167 -8.66002 -0.137 -0.468 0.005
H -1.29623 -0.12074 -9.36654 0.196 0.137 -0.218
O -5.97329 0.70973 -2.83250 0.491 0.185 -0.527
H -6.80599 1.17312 -2.74237 -0.257 0.189 0.011
H -6.04219 -0.02775 -2.22618 0.098 -0.271 0.236
C -6.43236 3.04128 8.53917 0.786 1.031 -0.070
C -7.06365 3.72844 7.36251 0.124 -0.511 -0.108
C -6.10589 3.84074 6.17234 0.591 -0.178 1.175
O -6.87018 3.94792 5.03441 -0.101 0.907 -1.776
C -6.12428 4.02719 3.82366 -0.341 -0.589 0.375
N -8.18072 2.89341 7.02388 -0.797 -0.204 -1.010
H -7.12083 3.10611 9.38173 0.402 -0.084 0.160
H -5.48170 3.55536 8.68079 0.139 -0.156 0.857
H -6.21525 2.00405 8.28404 -0.046 -0.057 0.092
H -7.42636 4.72895 7.59817 0.004 0.085 0.199
H -5.48882 2.94396 6.11673 0.215 -0.439 0.000
H -5.41643 4.67516 6.30086 0.080 0.367 -0.018
H -6.84671 3.83971 3.02927 0.198 0.048 -0.078
H -5.35227 3.25775 3.83186 0.029 -0.320 -0.156
H -5.59514 4.96156 3.63639 -0.254 0.411 0.345
H -8.26233 3.02418 6.02570 -0.958 0.038 -0.295
H -7.86252 1.93582 7.06697 -0.067 -0.399 0.310
C -6.45420 -1.54171 4.40039 -1.331 0.014 0.623
C -5.76027 -2.01168 5.66855 1.306 1.265 -0.859
C -6.62397 -2.58664 6.78454 0.499 -1.520 -0.497
O -7.67511 -1.81819 7.27103 0.914 2.039 -2.009
C -8.32442 -2.30798 8.35655 -0.544 -0.564 1.517
N -4.79649 -2.98827 5.13353 0.084 -0.868 0.342
H -6.82940 -2.40689 3.85378 0.145 -0.064 -0.191
H -5.75625 -0.96218 3.79614 -0.121 -0.039 -0.074
H -7.33283 -0.94508 4.64564 0.069 0.285 -0.084
H -5.15021 -1.15753 5.96241 -0.361 0.389 0.850
H -6.01333 -2.94219 7.61449 0.449 0.218 0.207
H -6.96193 -3.51182 6.31773 -0.649 -0.415 0.039
H -7.66567 -2.46286 9.21105 0.478 -0.436 0.064
H -8.82411 -3.24200 8.09962 -0.311 -0.162 0.281
H -9.01140 -1.56273 8.75749 -0.348 -0.022 -0.548
H -3.96755 -3.12840 5.69327 -0.112 -0.017 0.543
H -4.42538 -2.61652 4.27086 -0.155 -0.050 -0.205
C 7.37607 -1.29681 -5.11387 -1.521 -0.292 1.404
C 7.19673 -2.77756 -5.37154 -0.435 0.301 0.724
C 6.01016 -3.08160 -6.34000 1.620 -0.394 0.403
O 5.95930 -4.52194 -6.64020 3.284 3.098 2.110
C 4.93470 -4.85682 -7.40599 -2.720 -0.587 -1.757
N 8.50085 -3.33378 -5.68901 -1.007 -0.876 -1.333
H 7.55390 -0.62820 -5.95614 0.215 -0.341 -0.122
H 8.10545 -1.20100 -4.30956 0.337 0.226 -0.371
H 6.43862 -1.02100 -4.63093 -0.162 0.722 -0.086
H 6.89997 -3.28838 -4.45551 0.003 0.277 0.418
H 6.22262 -2.40178 -7.16511 -0.351 -0.565 -1.030
H 5.07659 -2.75361 -5.88287 -0.165 -0.207 0.117
H 4.08368 -4.22481 -7.15214 -0.796 -0.461 0.321
H 4.76302 -5.92579 -7.27986 -0.431 0.044 0.011
H 5.01822 -4.66613 -8.47594 0.679 0.006 -0.444
H 8.11065 -4.03285 -6.30477 1.179 -1.473 -0.284
H 8.96723 -2.73585 -6.35613 0.252 0.499 -0.056
C 1.25735 5.47525 -4.12057 -0.764 -0.784 0.676
C -0.07025 4.66504 -4.12400 0.193 -0.460 -1.687
C -1.30239 5.46278 -3.87096 -0.001 1.238 0.737
O -2.38540 4.70969 -3.37448 1.400 -0.872 0.007
C -3.41429 5.51241 -2.88542 -1.076 -0.662 0.013
N -0.26515 3.93780 -5.41897 0.094 -0.669 0.155
H 2.02869 4.73938 -4.34778 0.268 0.341 -0.153
H 1.41822 5.78844 -3.08899 0.154 0.139 -0.003
H 1.31559 6.35671 -4.75913 -0.214 -0.221 -0.198
H 0.02207 3.87900 -3.37453 -0.079 0.131 0.206
H -1.71099 6.05198 -4.69193 0.511 -0.016 -0.699
H -0.94943 6.21450 -3.16498 -0.530 0.165 0.633
H -4.10688 4.74289 -2.54448 -0.598 0.563 0.132
H -3.82599 6.10004 -3.70597 -0.302 0.215 0.059
H -3.18041 6.16271 -2.04252 0.479 -0.033 -0.028
H -0.27941 4.58002 -6.19836 -0.474 0.510 -0.087
H 0.59301 3.44237 -5.61440 0.155 -0.686 0.120
C -0.98601 7.30312 5.94577 -0.332 -1.447 -0.560
C 0.42008 6.80402 5.62078 0.036 0.372 -0.191
C 0.97070 7.48002 4.31775 0.183 0.337 1.276
O 0.08464 7.49331 3.21249 0.328 -0.181 -0.249
C -0.20530 6.24026 2.59535 -0.003 0.860 -0.063
N 1.19214 7.11186 6.83732 0.566 0.221 -0.452
H -0.98161 8.39156 6.00395 -0.280 -0.189 0.044
H -1.37660 6.81246 6.83728 0.470 0.463 0.671
H -1.72355 6.88295 5.26197 0.043 0.678 -0.753
H 0.52987 5.73319 5.44949 -0.819 -0.352 -0.177
H 1.96199 7.08035 4.10396 0.026 -0.640 -0.481
H 1.22000 8.51700 4.54270 -0.495 0.260 0.025
H -0.96044 5.74655 3.20700 0.354 -0.713 -0.109
H 0.69075 5.69022 2.30788 0.203 -0.459 0.861
H -0.62752 6.41345 1.60549 -0.434 0.543 0.126
H 2.10847 6.68905 6.79642 0.414 0.096 -0.178
H 0.74987 6.60924 7.59354 -0.234 0.121 0.211
C -2.93061 -5.40041 -5.09626 -0.647 0.436 -0.849
C -3.19008 -4.15186 -5.99124 -0.104 -1.036 -0.152
C -4.11649 -4.51798 -7.21618 -0.011 0.700 0.129
O -3.64701 -3.93069 -8.42629 0.664 0.127 0.014
C -4.60156 -3.67173 -9.47574 0.466 -0.486 1.442
N -3.62669 -3.00300 -5.20389 -0.204 0.876 0.559
H -2.74259 -6.19852 -5.81441 0.547 -0.266 0.460
H -3.80359 -5.70831 -4.52078 -0.199 0.149 0.003
H -2.11875 -5.21074 -4.39409 0.114 -0.212 -0.214
H -2.19547 -3.86242 -6.33049 -0.140 -0.095 -0.678
H -5.15246 -4.20135 -7.09531 -0.142 0.349 0.627
H -4.20253 -5.60053 -7.30993 0.416 -0.198 -0.130
H -4.05733 -3.78643 -10.41316 -0.281 0.141 0.022
H -4.98865 -2.66640 -9.30968 -0.147 0.131 -0.402
H -5.42323 -4.38307 -9.39239 -0.070 -0.050 -0.351
H -2.92577 -2.87111 -4.48875 0.723 0.259 -0.051
H -4.38346 -3.24210 -4.57919 -0.833 -0.289 -0.361
C 5.56396 -8.75110 -1.24947 0.439 0.372 -1.018
C 6.07816 -8.19830 -2.59720 1.415 -0.513 0.561
C 7.28964 -9.06025 -3.16232 -2.297 0.506 -0.948
O 8.18813 -9.37189 -2.20819 1.757 -1.181 2.845
C 9.14794 -10.35921 -2.58738 0.459 1.062 -0.823
N 4.96750 -8.13013 -3.52979 -0.171 -0.008 -0.397
H 6.35094 -8.65236 -0.50181 -0.180 -0.285 0.046
H 5.26111 -9.78317 -1.42615 0.088 -0.101 0.324
H 4.68395 -8.18649 -0.94143 0.008 0.042 0.090
H 6.47423 -7.19128 -2.46624 0.267 0.162 0.414
H 7.80539 -8.50329 -3.94455 -0.210 0.158 -0.598
H 6.88373 -9.99337 -3.55298 -0.387 -0.077 -0.537
H 9.89744 -10.57873 -1.82700 -0.599 0.266 0.522
H 9.72875 -9.90667 -3.39111 0.198 -0.141 -0.424
H 8.75582 -11.30037 -2.97281 -0.578 0.016 0.166
H 4.36328 -7.41495 -3.15091 -0.528 -0.075 0.212
H 5.26696 -7.67996 -4.38288 0.323 -0.175 -0.447
C 5.92030 1.95185 6.65449 0.608 0.130 -0.344
C 5.95885 3.48941 6.46113 -0.908 -0.932 -0.551
C 5.35136 3.87189 5.09864 0.059 0.377 0.131
O 6.18281 3.34811 4.11227 -0.455 -0.521 -1.803
C 5.54582 3.14444 2.82204 0.982 -0.113 0.577
N 5.24988 4.13763 7.53841 0.124 0.576 0.218
H 4.91061 1.59855 6.86379 -0.205 0.157 -0.221
H 6.51909 1.61477 7.50062 0.141 0.257 0.132
H 6.31249 1.42877 5.78232 -0.102 -0.004 -0.080
H 6.97538 3.87746 6.52590 0.124 -0.181 -0.444
H 5.26118 4.94970 4.96332 0.322 0.426 0.363
H 4.32881 3.54247 4.91426 -0.328 -0.635 0.592
H 4.82370 2.32925 2.77613 0.095 -0.406 0.586
H 6.39329 2.89810 2.18234 -0.289 0.085 -0.244
H 4.98379 3.98620 2.41748 0.353 0.610 0.272
H 5.86611 3.99050 8.32499 -0.425 0.238 0.599
H 4.38698 3.64410 7.71704 -0.134 -0.059 0.206
```
Forces are in eV/Å.

Output
Orbital gap   2.1 eV
ΔE to the lowest compared entry with this formula, charge and spin   11.3340 eV
Highest occupied orbital energy   -10.1725 eV
Total charge   +1

***

A cluster of 2 separate species, C28H41 in total in a non-equilibrium geometry. Source: the OMol25 dataset; level of theory: wB97M-V/def2-TZVPD.

Structure (XYZ):
```
69
Properties=species:S:1:pos:R:3:forces:R:3
C -1.01144 -3.52016 -1.77468 0.049 0.046 -0.078
C -0.03790 -3.78933 -0.62367 0.233 0.088 -0.507
C -0.14024 -5.27418 -0.22155 -0.027 0.059 0.116
C -0.16334 -2.82474 0.53350 -0.441 0.467 0.429
C 0.50174 -3.24694 1.82103 -0.057 0.103 0.190
C -0.84926 -1.63699 0.50429 -0.203 -1.636 -0.121
H -0.92500 -2.49760 -2.15834 -0.048 -0.172 0.023
H -0.78638 -4.20540 -2.60064 -0.079 0.174 0.143
H -2.05024 -3.70078 -1.46452 0.239 0.102 -0.035
H 0.98895 -3.65352 -1.02063 -0.217 0.048 0.172
H 0.55915 -5.54443 0.57278 -0.086 0.006 -0.111
H -1.15720 -5.52701 0.10686 0.196 0.091 -0.026
H 0.09173 -5.89669 -1.09383 -0.070 0.158 0.188
H 1.54680 -3.55186 1.65159 -0.340 0.026 -0.010
H 0.50402 -2.43796 2.56156 0.001 -0.106 -0.203
H -0.02498 -4.09696 2.27979 0.166 0.136 -0.233
H -1.18303 -1.26769 1.48009 0.406 -0.011 -0.435
H -1.36434 -1.28587 -0.39842 0.081 -0.394 0.550
C 3.98965 0.06562 -3.80984 0.125 -0.075 -0.316
C 3.40397 0.66295 -2.56946 -0.211 0.105 0.165
C 3.10623 -0.15357 -1.48270 -0.005 0.332 0.248
C 2.58775 0.37756 -0.29676 -0.007 0.101 -0.517
C 2.39529 -0.56260 0.85338 -0.222 -0.454 0.383
C 2.24713 1.74239 -0.23184 0.478 -0.240 -0.078
C 1.57229 2.33349 0.99494 0.171 0.162 -0.492
C 2.61907 2.75616 2.04191 -0.191 -0.104 0.249
C 0.42806 1.48480 1.63236 0.108 -0.434 1.304
C -0.45359 0.75012 0.68032 -0.639 2.485 -0.601
C -1.87262 0.98243 0.69885 -0.153 -0.331 0.031
C -2.55415 1.30810 -0.51441 -0.009 -0.575 0.002
C -1.79232 1.85425 -1.68658 -0.135 0.055 -0.407
C -3.92943 1.14436 -0.58477 0.199 0.242 -0.172
C -4.67660 0.70496 0.51227 0.227 0.012 -0.068
C -6.13959 0.42472 0.36279 -0.204 -0.095 0.119
C -4.02697 0.54153 1.74095 0.136 0.028 0.141
C -2.65235 0.71059 1.87484 0.026 0.295 -0.296
C -2.02759 0.52377 3.22650 -0.196 -0.138 0.434
C 2.64419 2.58854 -1.28866 -0.363 -0.193 0.050
C 2.51375 4.08872 -1.20409 -0.088 0.266 -0.176
C 3.17613 2.03631 -2.45224 0.175 -0.287 0.120
H 4.18093 0.84009 -4.55673 0.005 -0.167 0.028
H 4.93562 -0.44473 -3.59108 -0.154 0.127 -0.046
H 3.31641 -0.68120 -4.24670 0.089 0.140 0.037
H 3.29693 -1.22835 -1.53740 0.076 0.293 0.008
H 2.69945 -0.15344 1.82644 0.036 -0.075 -0.347
H 1.34040 -0.85441 0.92627 0.465 0.025 0.150
H 2.95395 -1.49387 0.69229 -0.033 0.293 0.012
H 1.07100 3.25762 0.66797 0.133 -0.250 0.013
H 3.37512 3.40143 1.57725 -0.220 -0.194 0.119
H 2.14815 3.31802 2.86006 0.135 -0.138 -0.112
H 3.13364 1.88295 2.46703 -0.117 0.250 -0.113
H 0.83227 0.80201 2.40639 -0.041 0.253 -0.314
H -0.20547 2.20264 2.17800 0.220 -0.394 -0.080
H 0.02727 0.49993 -0.26873 -0.261 0.040 0.203
H -2.46985 1.95169 -2.54321 0.250 -0.008 0.141
H -1.37839 2.85438 -1.47833 -0.124 -0.368 0.038
H -0.95663 1.21018 -1.99182 -0.090 0.096 0.083
H -4.43356 1.34628 -1.53506 0.134 -0.009 0.349
H -6.52855 -0.06357 1.25994 -0.018 0.089 -0.153
H -6.71233 1.34584 0.19734 0.162 -0.124 0.033
H -6.32750 -0.23103 -0.49643 0.084 0.146 0.150
H -4.61576 0.24763 2.61855 0.276 0.149 -0.355
H -2.81848 0.33667 3.96416 0.258 0.006 -0.177
H -1.33967 -0.33258 3.26576 -0.045 0.195 -0.009
H -1.47678 1.41240 3.56160 -0.157 -0.254 -0.144
H 2.97806 4.54049 -2.08981 -0.137 -0.056 0.263
H 1.46432 4.42007 -1.18574 0.238 -0.066 0.057
H 3.01733 4.50685 -0.32000 -0.190 -0.148 -0.236
H 3.43478 2.69891 -3.28099 0.000 -0.193 0.225
```
Forces are in eV/Å.

Output
Orbital gap   6.0 eV
ΔE to the lowest compared entry with this formula, charge and spin   0.0000 eV
Highest occupied orbital energy   -11.1134 eV
Total charge   +1